Record 1
Below is a cluster of 8 separate species, C26H38F18O14 in total, with properties calculated with ωB97M-V/def2-TZVPD.

XYZ file:
```
96
Properties=species:S:1:pos:R:3:forces:R:3:mulliken_charge:R:1
C -4.875681 -0.290522 -4.299470 0.76 0.35 0.30 -0.648
O -4.477758 0.746016 -3.415252 0.66 0.47 0.41 -0.427
H -5.945793 -0.250638 -4.236729 -0.60 -0.62 -0.36 0.259
H -4.536247 -0.142219 -5.336612 -0.10 0.25 0.28 0.230
H -4.442536 -1.226069 -3.962443 -0.36 -0.44 -0.01 0.249
H -3.724532 0.487285 -2.854961 -0.13 0.06 -0.64 0.212
C -1.276589 -1.032945 -1.619305 0.45 -0.43 -0.91 -0.551
O -1.623114 0.304982 -1.935979 0.20 0.65 -0.38 -0.202
H -0.233106 -1.191299 -1.969203 -0.64 -0.40 0.60 0.173
H -1.451688 -1.216957 -0.580698 0.53 -0.01 0.95 0.198
H -1.941500 -1.768090 -2.104884 0.20 0.53 -0.39 0.290
H -0.786815 0.797408 -2.059686 -0.76 -0.40 0.12 0.043
C 2.685095 -1.581865 0.012231 0.61 2.23 1.41 -0.619
C 2.514905 -2.929855 0.560494 -0.35 -0.06 0.94 -0.058
O 3.755102 -3.633960 0.313427 0.07 -0.22 0.13 -0.262
C 3.752114 -4.817032 0.875492 0.96 -0.28 0.02 0.367
O 2.837028 -5.342984 1.414507 -1.02 -0.65 0.49 -0.481
C 5.121874 -5.525229 0.936508 1.79 0.32 0.23 0.847
F 6.070180 -5.033161 0.109666 -0.62 0.32 0.18 -0.252
F 5.617168 -5.417170 2.201110 -0.47 0.31 -0.44 -0.259
F 5.058858 -6.814637 0.682972 -0.70 -0.58 -0.21 -0.243
H 3.578775 -1.056649 0.427878 -0.49 -0.57 0.01 0.328
H 1.849486 -0.930658 0.283546 -0.11 -0.23 -0.11 -0.028
H 2.835372 -1.534320 -1.024245 -0.06 -0.28 -1.64 0.424
H 1.678401 -3.454969 0.137124 -0.19 -0.43 -0.59 0.268
H 2.278450 -2.936076 1.640831 0.55 0.09 -0.39 -0.027
C 4.224449 0.818824 -6.998283 0.25 0.21 -0.46 -1.245
C 3.842330 -0.080830 -5.890411 -1.03 0.16 0.16 -0.180
O 3.583760 0.766643 -4.716320 0.84 -0.58 -0.66 -0.235
C 2.657790 0.394110 -3.887515 -2.17 -1.41 -0.19 0.170
O 1.817307 -0.492226 -3.997061 1.72 1.38 0.26 -0.561
C 2.657681 1.369423 -2.719375 -0.57 0.99 1.40 1.145
F 1.720833 1.051531 -1.800330 0.14 0.08 -0.67 -0.056
F 3.823675 1.378082 -2.050762 -0.15 0.14 -0.55 -0.302
F 2.381826 2.628698 -3.164409 0.35 -0.98 0.37 -0.303
H 3.421934 1.437538 -7.379040 -0.21 0.08 0.09 0.325
H 4.643167 0.255057 -7.813568 -0.03 -0.42 -0.43 0.405
H 5.027897 1.428411 -6.657407 0.60 0.82 0.21 0.332
H 4.633594 -0.770028 -5.659567 0.31 -0.25 0.43 0.291
H 2.934822 -0.625144 -6.111592 -0.17 -0.23 0.11 0.305
C -4.487740 -0.012560 0.054355 1.20 -0.63 0.00 -0.668
C -5.475285 0.468680 1.066392 -0.42 0.10 -0.63 -0.495
O -5.551964 1.911448 0.760835 0.07 -0.60 0.68 -0.172
C -6.032453 2.628507 1.767202 0.77 1.00 -2.76 0.272
O -6.552530 2.213890 2.724286 -1.10 -0.58 2.35 -0.509
C -5.774639 4.142880 1.473877 0.41 -1.23 1.09 0.915
F -6.322844 4.827050 2.450708 -0.52 0.82 0.33 -0.257
F -4.461294 4.347030 1.507467 1.11 0.12 0.29 -0.213
F -6.166942 4.576917 0.308962 -1.01 0.22 -1.07 -0.257
H -3.468105 0.194430 0.394028 -0.09 0.16 -0.12 0.021
H -4.595882 0.362978 -0.940335 -0.44 1.01 -0.40 0.184
H -4.503235 -1.058205 -0.173058 -0.29 -1.03 0.59 0.520
H -5.107542 0.314657 2.088187 -0.20 0.25 -0.24 0.370
H -6.484091 0.014063 0.981170 0.55 0.44 -0.02 0.307
C -3.441727 3.773921 -1.863056 -0.39 0.65 -2.19 -1.447
C -2.361592 3.494075 -0.898103 1.59 0.01 0.41 1.570
O -1.247485 4.498557 -0.959294 -1.94 0.62 -0.56 -0.439
C -0.093037 4.183933 -0.500279 0.42 -0.95 0.99 0.197
O 0.245967 3.140545 -0.004209 0.00 -0.12 -0.10 -0.271
C 0.904887 5.319553 -0.671174 1.10 0.96 -0.17 0.877
F 2.045011 5.129852 0.021549 -0.75 -0.06 0.27 -0.198
F 1.282324 5.374081 -1.939813 0.02 -0.16 -1.11 -0.269
F 0.415628 6.527351 -0.375352 -0.14 -0.25 0.45 -0.266
H -3.235382 3.528370 -2.952260 0.41 0.45 1.30 0.305
H -3.931362 4.759169 -1.852684 0.44 -0.21 0.38 0.373
H -4.193104 3.056416 -1.652342 -1.01 -0.71 0.46 0.322
H -1.872267 2.576484 -1.154365 0.06 -0.68 -0.07 -0.589
H -2.679386 3.386973 0.144270 0.02 0.48 -0.22 -0.042
C 1.986564 -6.537191 5.138478 0.26 0.15 -0.62 -0.878
C 0.680076 -6.209566 4.475443 -0.13 -0.36 -2.78 -0.412
O 0.738221 -4.840718 3.961043 -0.56 0.23 0.76 -0.185
C 0.049967 -3.927337 4.649309 0.92 -1.66 0.15 0.030
O -0.645905 -4.127778 5.595946 -0.30 0.31 0.15 -0.552
C 0.359735 -2.581092 4.060518 0.01 1.15 0.23 1.264
F 1.657775 -2.264549 4.097749 0.61 -0.58 -0.42 -0.306
F -0.078629 -2.531170 2.810801 0.02 0.04 -0.74 -0.224
F -0.222321 -1.632263 4.751884 -1.01 0.74 0.52 -0.260
H 2.016428 -5.986011 6.099433 0.47 -0.51 -0.47 0.286
H 2.825450 -6.261007 4.418547 -0.97 -0.24 1.19 0.152
H 1.992272 -7.630764 5.261607 0.25 0.38 0.37 0.383
H -0.234626 -6.410865 5.004839 -0.09 0.39 0.76 0.434
H 0.526862 -6.750169 3.507042 0.52 0.03 0.82 0.271
C 3.560911 3.025564 1.860786 -0.93 -0.16 -1.34 -1.649
C 2.544220 1.976150 1.649861 -0.82 -0.61 -0.74 0.437
O 1.397762 2.226986 2.437513 -1.61 1.26 0.85 -0.275
C 0.355916 1.440967 2.275888 0.05 0.13 0.57 0.240
O 0.342423 0.405005 1.689231 -0.34 -0.53 -0.45 -0.342
C -0.895847 2.003440 3.031502 -0.15 -0.58 1.93 0.837
F -0.678988 2.093650 4.385737 0.75 0.49 -0.97 -0.302
F -1.213583 3.202802 2.568074 -0.20 0.10 -0.04 -0.204
F -1.970989 1.199109 3.010001 0.32 0.10 -1.28 -0.263
H 3.066367 3.981916 1.779473 0.19 0.34 0.09 0.301
H 4.218577 2.876402 1.023779 0.77 0.37 -0.20 0.380
H 4.044844 2.884268 2.765418 1.10 0.09 1.76 0.481
H 2.782996 0.985666 1.923018 1.20 -1.20 0.18 0.465
H 2.251079 1.939064 0.609469 -0.29 0.08 -0.26 -0.173
```
Positions in Å, forces in eV/Å.

Summary:
**Total charge**: 0
**Orbital gap**: 10.62 eV
**SMILES string**: CCOC(=O)C(F)(F)F.CCOC(=O)C(F)(F)F.CCOC(=O)C(F)(F)F.CCOC(=O)C(F)(F)F.CCOC(=O)C(F)(F)F.CCOC(=O)C(F)(F)F.CO.CO
**Energy relative to the best compared isomer or geometry (same formula, charge and spin)**: 0.0 kJ/mol
**M**: 916.54 g/mol
**Energy**: -105158.2413 eV



Record 2
Below is an isolated molecule of C4H6N2O, with properties calculated with ωB97M-V/def2-TZVPD.

XYZ file:
```
13
Properties=species:S:1:pos:R:3:forces:R:3:nbo_charge:R:1
C -0.104232 -1.051346 0.126141 0.72 -4.56 0.68 -0.285
C -1.556304 -0.957128 -0.118560 -0.58 3.05 0.62 -0.189
C -1.940589 0.322797 -0.031256 1.06 -0.42 -0.39 -0.205
C -0.753525 1.214830 0.052153 1.84 3.57 0.90 -0.267
H 0.306021 -1.923906 -0.545871 0.03 2.00 1.34 0.240
H 0.078143 -1.327575 1.260139 -0.13 0.02 -2.04 0.215
H -2.312025 -1.657442 -0.275485 -0.45 -1.76 0.11 0.225
H -2.938913 0.651539 0.079335 -0.81 0.44 -0.37 0.221
H -0.617193 1.704595 1.095241 -0.59 -0.71 -1.32 0.206
H -0.597255 2.210415 -0.657017 -0.71 -2.90 1.28 0.235
N 1.604443 0.615491 -0.088937 -0.10 -0.18 0.06 0.251
N 0.365987 0.256980 -0.070292 -2.32 1.95 -0.94 -0.223
O 2.302015 -0.367481 -0.001576 2.04 -0.49 0.08 -0.423
```
Positions in Å, forces in eV/Å.

Summary:
**Total charge**: 0
**Orbital gap**: 10.07 eV
**SMILES string**: O=NN1CC=CC1
**Energy relative to the best compared isomer or geometry (same formula, charge and spin)**: 429.8 kJ/mol
**M**: 98.11 g/mol
**Energy**: -9269.0470 eV



Record 3
Below is an isolated molecule of C19H29N3O3, with properties calculated with ωB97M-V/def2-TZVPD.

XYZ file:
```
54
Properties=species:S:1:pos:R:3:forces:R:3:nbo_charge:R:1
C -2.673523 -2.566711 -1.682811 0.07 -0.18 0.19 -0.720
C -3.507478 -2.587478 -0.416178 0.05 0.16 -0.65 0.681
O -3.296934 -3.332437 0.516392 0.15 -0.22 0.41 -0.631
N -4.544232 -1.715849 -0.447189 -0.33 0.21 -0.06 -0.624
H -4.565132 -1.019751 -1.175215 0.09 -0.10 -0.01 0.397
C -5.412427 -1.494860 0.685763 0.07 -0.07 0.32 -0.210
H -5.478480 -2.438955 1.230507 -0.11 0.08 -0.08 0.228
H -6.401410 -1.221348 0.308712 0.05 -0.04 0.06 0.192
C -4.885459 -0.394537 1.627473 -0.17 -0.10 -0.29 -0.429
C -4.529821 0.840933 0.869515 -0.19 0.04 0.14 -0.103
C -5.336710 1.894551 0.548186 -0.03 -0.21 0.15 -0.031
N -4.650902 2.799987 -0.215847 -0.22 0.36 -0.13 -0.536
C -3.376158 2.344715 -0.403288 0.34 -0.49 0.14 0.171
C -2.304644 2.886357 -1.103733 0.11 -0.02 -0.02 -0.237
C -1.126441 2.179151 -1.117672 0.02 0.01 0.00 -0.246
C -0.993642 0.950044 -0.442655 -0.09 -0.03 0.00 0.289
C -2.052745 0.405825 0.253899 0.33 -0.05 -0.07 -0.303
C -3.261478 1.106951 0.268273 -0.12 0.60 -0.26 -0.093
H -1.970553 -0.532610 0.777502 0.06 -0.15 0.06 0.230
O 0.243029 0.371992 -0.551713 0.00 0.14 -0.06 -0.523
C 0.487377 -0.837042 0.140253 0.29 -0.42 0.07 -0.090
H -0.183819 -1.627039 -0.219061 0.02 0.07 0.05 0.188
H 0.342008 -0.705513 1.219186 -0.03 0.01 -0.05 0.182
C 1.940673 -1.230851 -0.153318 -0.33 0.50 0.57 0.087
O 2.128750 -1.399834 -1.537836 0.08 0.00 -0.46 -0.719
H 1.812454 -0.591960 -1.963627 0.00 -0.06 -0.02 0.473
H 2.152880 -2.204830 0.297125 -0.07 0.10 0.05 0.192
C 2.916096 -0.189436 0.411258 -0.08 -0.18 -0.14 -0.244
N 4.268143 -0.672297 0.223292 -0.06 -0.29 -0.17 -0.645
H 4.326719 -1.108584 -0.692868 0.01 0.06 0.04 0.369
C 5.366705 0.275597 0.376647 0.33 0.10 0.05 0.122
C 5.357540 1.395372 -0.679739 -0.09 -0.23 0.24 -0.630
H 6.246088 2.013173 -0.578322 0.10 0.12 -0.02 0.210
H 4.486124 2.036075 -0.564175 -0.08 0.09 -0.03 0.204
H 5.345178 0.968954 -1.681544 0.02 -0.03 -0.11 0.205
C 5.315819 0.885595 1.779582 -0.01 -0.14 -0.29 -0.619
H 6.222170 1.453951 1.971936 0.08 0.10 0.03 0.210
H 4.464675 1.553377 1.884581 -0.10 0.11 0.06 0.205
H 5.233476 0.094499 2.519873 0.00 -0.09 0.13 0.216
C 6.655207 -0.540973 0.227188 -0.25 0.18 0.10 -0.602
H 7.527658 0.084064 0.398767 0.13 0.07 -0.03 0.203
H 6.723300 -0.964374 -0.772394 0.03 -0.07 -0.15 0.203
H 6.656732 -1.356115 0.945169 0.02 -0.10 0.09 0.218
H 2.725980 -0.065881 1.481166 -0.09 0.07 -0.03 0.192
H 2.713110 0.771735 -0.090183 -0.01 -0.06 0.10 0.172
H -0.264686 2.555425 -1.645897 0.10 0.06 -0.06 0.221
H -2.390581 3.831336 -1.618801 0.03 0.10 -0.07 0.214
H -5.016706 3.671948 -0.556864 0.03 -0.11 0.05 0.412
H -6.361041 2.069830 0.816936 -0.18 0.04 0.05 0.211
H -3.998785 -0.771530 2.138358 -0.03 -0.03 0.11 0.221
H -5.651965 -0.179151 2.373097 0.04 -0.04 0.10 0.218
H -1.855435 -3.275467 -1.590370 0.01 0.00 0.02 0.239
H -3.291478 -2.847369 -2.532982 -0.04 0.00 -0.09 0.230
H -2.275247 -1.568663 -1.856349 0.03 0.09 -0.04 0.230
```
Positions in Å, forces in eV/Å.

Summary:
**Total charge**: 0
**Orbital gap**: 8.70 eV
**SMILES string**: CC(=O)NCCc1c[nH]c2ccc(OC[C@@H](O)CNC(C)(C)C)cc12
**Energy relative to the best compared isomer or geometry (same formula, charge and spin)**: 206.2 kJ/mol
**M**: 347.46 g/mol
**Energy**: -30787.4386 eV



Record 4
Below is an isolated molecule of C3H2O3, with properties calculated with ωB97M-V/def2-TZVPD.

XYZ file:
```
8
Properties=species:S:1:pos:R:3:forces:R:3:nbo_charge:R:1
O 1.848952 -0.462493 -0.515739 -0.50 -0.10 -0.18 -0.454
C 0.728103 -0.574415 -0.939607 0.44 0.01 0.07 0.347
C -0.391176 0.270581 -0.335736 -0.42 0.31 -0.42 0.384
O -1.196717 0.841542 -1.033923 0.50 -0.37 0.44 -0.450
C -0.444662 0.372733 1.185703 -0.03 -0.21 0.28 0.347
O -0.256471 -0.605860 1.858267 -0.04 0.39 -0.23 -0.453
H 0.462076 -1.196913 -1.813851 0.03 0.08 0.05 0.140
H -0.750105 1.354826 1.594886 0.01 -0.13 -0.02 0.140
```
Positions in Å, forces in eV/Å.

Summary:
**Total charge**: 0
**Orbital gap**: 8.99 eV
**SMILES string**: O=CC(=O)C=O
**Energy relative to the best compared isomer or geometry (same formula, charge and spin)**: 147.5 kJ/mol
**M**: 86.05 g/mol
**Energy**: -9283.9974 eV